# 1
11 unconnected molecules or ions with the total composition C28H83N5O11 in a non-equilibrium geometry, computed with ωB97M-V with the def2-TZVPD basis set.

Structure (ORCA input):
```
! RIJCOSX wB97M-V def2-TZVPD def2/J DEFGRID3
* xyz 0 1
C -1.8652 -2.9949 2.5411
O -0.5444 -2.9444 1.9447
C -0.0400 -4.2193 1.4885
C 1.2363 -3.9923 0.6593
C 0.9359 -3.4887 -0.8143
N 1.9683 -5.2369 0.5512
H -2.2687 -1.9825 2.5538
H -1.7378 -3.4340 3.5306
H -2.4506 -3.6169 1.8640
H 0.1231 -4.7937 2.4004
H -0.7337 -4.6975 0.7969
H 1.9605 -3.3357 1.1417
H 0.3559 -4.2176 -1.3803
H 1.8895 -3.2836 -1.3009
H 0.3973 -2.5426 -0.7614
H 2.8062 -5.0730 0.0116
H 2.2626 -5.3831 1.5062
C 4.7171 1.0216 0.5516
O 4.1365 -0.0945 -0.1207
C 5.0139 -0.6177 -1.1876
C 6.3562 -1.2924 -0.6409
C 7.4083 -1.8263 -1.6505
N 6.0350 -2.4623 0.2803
H 3.9899 1.3733 1.2835
H 4.9056 1.7696 -0.2184
H 5.6629 0.8818 1.0751
H 4.4929 -1.3484 -1.8063
H 5.1469 0.1846 -1.9133
H 6.8189 -0.5035 -0.0478
H 7.7924 -1.0380 -2.2980
H 6.9670 -2.5589 -2.3263
H 8.2369 -2.2663 -1.0956
H 5.2512 -2.2083 0.8645
H 6.8249 -2.3869 0.9052
C -0.5273 5.1514 6.3676
O 0.7789 4.6334 6.0791
C 0.8076 3.5667 5.0605
C 1.6759 2.4912 5.5375
C 2.1736 1.5253 4.4519
N 0.9878 1.8098 6.6180
H -1.0561 4.4451 7.0077
H -1.0172 5.2386 5.3978
H -0.4234 6.0726 6.9409
H -0.1723 3.1396 4.8472
H 1.2067 4.0178 4.1521
H 2.4834 3.0214 6.0423
H 1.4542 1.3285 3.6571
H 2.3161 0.5072 4.8141
H 3.0507 1.8881 3.9160
H 1.5870 1.0951 7.0056
H 0.9977 2.4982 7.3570
C -4.9651 -0.8002 3.1356
O -4.7029 -0.6355 1.7479
C -5.9423 -0.2667 1.0103
C -5.4800 0.2966 -0.3691
C -4.7943 1.5889 -0.1964
N -6.6207 0.4560 -1.2389
H -5.8393 -1.4344 3.2826
H -5.0806 0.1793 3.5998
H -4.1606 -1.2669 3.7039
H -6.5344 -1.1713 0.8717
H -6.6122 0.4297 1.5146
H -4.7582 -0.3252 -0.8988
H -3.9831 1.6745 0.5265
H -5.4352 2.3969 0.1564
H -4.2673 1.7876 -1.1296
H -6.3420 1.0093 -2.0366
H -7.2945 1.0777 -0.8151
C -2.9275 -2.9437 -0.7348
O -3.2127 -2.8085 -2.1470
C -2.4994 -1.7830 -2.7617
C -2.6934 -1.8399 -4.3230
C -2.1557 -3.1410 -4.9825
N -2.1180 -0.7260 -5.1145
H -1.9230 -3.2471 -0.4400
H -3.5883 -3.5441 -0.1095
H -2.9594 -1.9691 -0.2477
H -2.7025 -0.7754 -2.3988
H -1.4467 -1.9769 -2.5562
H -3.7592 -1.8422 -4.5513
H -2.2822 -3.2389 -6.0607
H -2.8051 -3.8983 -4.5433
H -1.0794 -3.3127 -4.9672
H -1.1214 -0.8870 -5.1427
H -2.4574 -0.8737 -6.0542
C 1.4441 -1.1843 -4.1303
C 1.8482 -0.9318 -5.5016
O 0.7925 -1.3242 -6.3036
H 0.4406 -0.8012 -3.9447
H 2.1201 -0.9387 -3.3113
H 1.3805 -2.2684 -4.0358
H 2.7684 -1.4605 -5.7504
H 2.0789 0.1233 -5.6491
H 0.7776 -2.2739 -6.4426
C 0.6943 0.7993 0.4851
C -0.4325 0.7671 -0.4900
O -0.6054 1.9691 -1.1487
H 1.6569 0.6939 -0.0153
H 0.7407 0.0731 1.2967
H 0.6453 1.7733 0.9720
H -1.3671 0.5786 0.0382
H -0.2283 -0.0646 -1.1643
H -1.3315 1.8405 -1.7634
C -1.9403 3.8527 -4.0191
C -2.7346 2.5993 -4.0669
O -1.9883 1.5912 -3.4618
H -2.5047 4.5680 -4.6173
H -0.8842 3.7754 -4.2774
H -1.9253 4.2891 -3.0203
H -2.8040 2.3510 -5.1260
H -3.7451 2.7023 -3.6716
H -2.1187 0.8040 -3.9956
C 0.9415 5.9998 1.0681
C 0.7884 4.4788 0.8616
O 1.9944 3.9500 0.2466
H 1.9068 6.3549 1.4287
H 0.1473 6.2992 1.7521
H 0.7797 6.3808 0.0598
H -0.0421 4.3390 0.1696
H 0.5509 3.9266 1.7708
H 1.6836 3.1917 -0.2533
O 1.1395 -1.6471 3.3344
H 0.6284 -1.2543 4.0419
H 0.5678 -2.3242 2.9726
O 3.7574 -1.3754 2.2349
H 2.8917 -1.3418 2.6419
H 3.6563 -0.8913 1.4153
*
```

Properties
Maximum force = 0.0524 Eh/bohr
SMILES = COC[C@H](C)N.COC[C@H](C)N.COC[C@H](C)N.COC[C@H](C)N.COC[C@H](C)N.CCO.CCO.CCO.CCO.O.O
E_tot = -60349.4703 eV
ΔE to the lowest compared entry with this formula, charge and spin = 1.569 eV

Here are the Löwdin charges for atoms 1 to 99, given in e:
1 C -0.043
2 O -0.264
3 C -0.156
4 C -0.410
5 C -0.037
6 N 0.028
7 H 0.083
8 H 0.098
9 H 0.075
10 H 0.130
11 H 0.118
12 H 0.123
13 H 0.080
14 H 0.065
15 H 0.054
16 H 0.073
17 H 0.072
18 C -0.097
19 O -0.251
20 C -0.123
21 C -0.380
22 C -0.068
23 N 0.049
24 H 0.086
25 H 0.094
26 H 0.087
27 H 0.108
28 H 0.114
29 H 0.104
30 H 0.068
31 H 0.071
32 H 0.072
33 H 0.021
34 H 0.063
35 C -0.098
36 O -0.207
37 C -0.197
38 C -0.469
39 C -0.030
40 N 0.039
41 H 0.079
42 H 0.081
43 H 0.084
44 H 0.129
45 H 0.119
46 H 0.137
47 H 0.063
48 H 0.069
49 H 0.080
50 H 0.068
51 H 0.068
52 C -0.121
53 O -0.213
54 C -0.132
55 C -0.456
56 C -0.081
57 N 0.038
58 H 0.086
59 H 0.087
60 H 0.069
61 H 0.118
62 H 0.122
63 H 0.125
64 H 0.078
65 H 0.087
66 H 0.072
67 H 0.068
68 H 0.069
69 C -0.074
70 O -0.157
71 C -0.201
72 C -0.346
73 C -0.061
74 N 0.046
75 H 0.051
76 H 0.090
77 H 0.074
78 H 0.107
79 H 0.107
80 H 0.136
81 H 0.071
82 H 0.076
83 H 0.064
84 H 0.034
85 H 0.090
86 C -0.095
87 C -0.356
88 O -0.069
89 H 0.065
90 H 0.078
91 H 0.078
92 H 0.119
93 H 0.123
94 H 0.093
95 C -0.061
96 C -0.348
97 O -0.064
98 H 0.071
99 H 0.068

# 2
A molecular structure, C24H36P2SiV in a non-equilibrium geometry, computed with ωB97M-V with the def2-TZVPD basis set.

Structure (ORCA input):
```
! RIJCOSX wB97M-V def2-TZVPD def2/J DEFGRID3
* xyz 1 3
C 0.6158 2.1439 2.7575
C 0.9145 2.7792 1.5270
C -0.3150 3.0119 0.8677
H 1.9071 2.9432 1.1014
C -1.3714 2.4806 1.6451
C -0.7909 1.9617 2.8313
H -1.3379 1.4944 3.6504
H 1.3772 1.8129 3.4708
H -0.4202 3.5019 -0.0977
H -2.4216 2.4354 1.3348
V -0.0380 1.0165 1.2047
C -0.0086 -2.4090 -0.8181
H -0.6535 -1.6296 -1.2252
H 0.2317 -2.1845 0.1932
H 0.9440 -2.3380 -1.3182
Si 0.6995 1.4602 -1.7041
C 1.8211 0.5008 -2.9358
C 2.9076 1.2325 -3.4269
H 3.1139 2.2335 -3.0336
C 3.7034 0.7091 -4.4547
H 4.5266 1.3111 -4.8471
C 3.4492 -0.5713 -4.9560
H 4.1121 -1.0011 -5.7139
C 2.3481 -1.2891 -4.4751
H 2.1332 -2.2722 -4.8703
C 1.5209 -0.7547 -3.4894
H 0.6344 -1.3070 -3.1864
C -0.7698 1.6659 -2.8283
C -0.5980 1.6956 -4.2154
H 0.3879 1.5843 -4.6542
C -1.6951 1.7968 -5.0740
H -1.5455 1.7700 -6.1592
C -2.9908 1.8927 -4.5341
H -3.8665 1.9549 -5.2005
C -3.1631 1.8669 -3.1336
H -4.1753 1.9191 -2.7167
C -2.0660 1.7366 -2.2847
H -2.2289 1.6486 -1.2104
H 1.2996 2.7874 -1.8984
H -0.4836 -3.3279 -0.8801
C -3.2222 -1.4291 1.3764
P -1.7446 -1.0179 2.3629
C -2.4842 -0.8653 4.0366
C -0.9567 -2.7076 2.5482
C 0.5368 -2.6123 2.8404
P 1.2302 -0.8810 2.9771
C 3.0424 -1.0721 2.7296
C 1.2085 -0.7015 4.8060
H -3.8546 -0.5338 1.3222
H -3.7720 -2.2504 1.8590
H -2.9165 -1.7187 0.3624
H -2.9574 -1.8244 4.2887
H -1.7293 -0.6177 4.7919
H -3.2435 -0.0743 4.0133
H -1.4869 -3.2099 3.3665
H -1.1553 -3.2759 1.6325
H 0.7651 -3.0879 3.8065
H 1.1231 -3.1182 2.0597
H 3.5228 -0.1073 2.9534
H 3.4441 -1.8371 3.4158
H 3.2766 -1.3471 1.6889
H 0.8992 0.3106 5.0765
H 0.5343 -1.4139 5.2897
H 2.2320 -0.8704 5.1542
*
```

Properties
Maximum force = 0.1645 Eh/bohr
<S²> = 2.485
E_tot = -77606.4724 eV

Atomic charges from the Löwdin analysis, expressed in e, are listed below:
1 C -0.224
2 C -0.192
3 C -0.229
4 H 0.134
5 C -0.183
6 C -0.225
7 H 0.102
8 H 0.104
9 H 0.110
10 H 0.136
11 V 0.541
12 C -0.010
13 H 0.027
14 H -0.030
15 H 0.024
16 Si 0.798
17 C -0.361
18 C -0.132
19 H 0.087
20 C -0.076
21 H 0.108
22 C -0.075
23 H 0.110
24 C -0.078
25 H 0.103
26 C -0.124
27 H 0.084
28 C -0.353
29 C -0.093
30 H 0.101
31 C -0.065
32 H 0.111
33 C -0.073
34 H 0.110
35 C -0.090
36 H 0.103
37 C -0.129
38 H 0.070
39 H -0.013
40 H 0.018
41 C -0.262
42 P 0.831
43 C -0.252
44 C -0.386
45 C -0.402
46 P 0.837
47 C -0.264
48 C -0.241
49 H 0.048
50 H 0.059
51 H 0.041
52 H 0.058
53 H 0.035
54 H 0.056
55 H 0.084
56 H 0.073
57 H 0.085
58 H 0.080
59 H 0.051
60 H 0.057
61 H 0.049
62 H 0.035
63 H 0.048
64 H 0.052

# 3
A molecular structure, C13H12Br2N3O2Pt in a non-equilibrium geometry, computed with ωB97M-V with the def2-TZVPD basis set.

Structure (ORCA input):
```
! RIJCOSX wB97M-V def2-TZVPD def2/J DEFGRID3
* xyz 1 3
Pt 0.0161 -0.1013 0.0448
N 2.1481 -0.0163 0.0758
C 2.7705 1.3041 0.3655
C 2.2326 2.3855 -0.5549
C 0.8129 2.8301 -0.1269
O 0.5856 3.9948 0.0656
O -0.0687 1.8674 0.0142
H 2.4936 -0.6901 0.7524
H 2.4680 -0.3219 -0.8402
H 3.8519 1.2242 0.2440
H 2.5703 1.5552 1.4068
H 2.1748 2.0333 -1.5895
H 2.8653 3.2665 -0.5163
Br -6.5613 -0.8392 -0.0121
C -4.6915 -0.6009 0.0012
C -4.1580 0.7014 0.0130
C -2.7960 0.8404 0.0214
N -1.9651 -0.2141 0.0189
C -2.4680 -1.4953 0.0061
C -3.8630 -1.6889 -0.0013
C -1.4927 -2.5080 -0.0045
C -1.7540 -3.8907 -0.0058
C -0.7221 -4.7792 -0.0182
Br -1.0455 -6.6287 -0.0277
C 0.6334 -4.3086 -0.0361
C 0.8509 -2.9750 -0.0380
N -0.1511 -2.0496 -0.0144
H -4.7982 1.5697 0.0186
H -2.3325 1.8178 0.0369
H -4.2714 -2.6879 -0.0108
H -2.7742 -4.2439 0.0027
H 1.4620 -4.9992 -0.0513
H 1.8658 -2.6051 -0.0721
*
```

Properties
Maximum force = 0.0468 Eh/bohr
<S²> = 2.029
E_tot = -165565.7244 eV
ΔE to the lowest compared entry with this formula, charge and spin = 0.472 eV

Atomic charges from the Löwdin analysis, expressed in e, are listed below:
1 Pt 1.461
2 N -0.105
3 C -0.206
4 C -0.088
5 C -0.586
6 O 0.144
7 O -0.230
8 H 0.098
9 H 0.110
10 H 0.131
11 H 0.136
12 H 0.128
13 H 0.130
14 Br 0.829
15 C -0.659
16 C -0.073
17 C -0.090
18 N -0.104
19 C -0.210
20 C -0.042
21 C -0.190
22 C -0.052
23 C -0.663
24 Br 0.843
25 C -0.088
26 C -0.140
27 N -0.150
28 H 0.115
29 H 0.117
30 H 0.111
31 H 0.114
32 H 0.111
33 H 0.100

# 4
C7H10N2OS in the gas phase in a non-equilibrium geometry, computed with ωB97M-V with the def2-TZVPD basis set.

Structure (ORCA input):
```
! RIJCOSX wB97M-V def2-TZVPD def2/J DEFGRID3
* xyz 0 1
C 1.0314 0.2540 -1.9861
C 0.2326 -0.4129 -0.9959
C 0.4768 0.2793 0.1589
C -0.8370 -1.3757 -1.3517
C -0.5389 0.0369 1.6353
C -1.7512 -1.4986 -0.1951
C 1.9803 2.1221 0.8232
N 1.7610 1.2061 -1.4892
N 1.3684 1.2628 -0.1557
O -2.0935 -1.8096 2.3465
S -0.9337 -1.7583 1.4304
H 1.1348 0.0322 -3.0891
H -1.4772 -1.0442 -2.1986
H -0.3841 -2.2011 -1.7050
H -0.0304 0.3185 2.5389
H -1.3647 0.6539 1.4452
H -2.4702 -0.6763 -0.1280
H -2.4541 -2.2276 -0.2438
H 2.7366 2.7237 0.1997
H 1.1241 2.5765 1.2251
H 2.4889 1.5383 1.7349
*
```

Properties
Maximum force = 0.1173 Eh/bohr
E_tot = -23280.6213 eV
ΔE to the lowest compared entry with this formula, charge and spin = 3.408 eV

Atomic charges from the Löwdin analysis, expressed in e, are listed below:
1 C -0.129
2 C -0.226
3 C -0.119
4 C -0.199
5 C -0.155
6 C -0.330
7 C -0.040
8 N 0.081
9 N -0.207
10 O -0.555
11 S 0.945
12 H 0.132
13 H 0.141
14 H 0.078
15 H 0.062
16 H 0.055
17 H 0.116
18 H 0.053
19 H 0.116
20 H 0.054
21 H 0.127